(1)
{"formula": "C22H15N4OS4Ti", "method": "ωB97M-V with the def2-TZVPD basis set", "charge": 0, "spin_multiplicity": 2, "lumo_ha": [-0.0269, -0.0228], "e_homo_ha": [-0.283, -0.291], "species": ["C", "N", "O", "H", "H", "C", "C", "C", "S", "C", "N", "H", "C", "H", "C", "C", "C", "H", "C", "Ti", "C", "H", "C", "C", "S", "C", "C", "S", "C", "H", "C", "H", "C", "S", "C", "H", "H", "H", "N", "N", "C", "C", "H", "C", "H", "H", "H"], "coordinates": [[2.401135, 4.609686, -1.309579], [-0.891273, 1.365774, 3.986911], [1.338724, -0.952076, 2.927275], [4.163066, 4.151961, -2.442296], [-1.807410, 1.818281, 1.047084], [-1.703014, -2.430613, 0.681361], [-0.903088, 1.424056, -0.854195], [-1.544319, 1.748242, -2.035737], [0.984024, -2.357476, -0.020702], [1.501101, 4.135344, -0.370272], [1.046294, -1.490015, 4.091725], [2.031363, -1.240956, -1.794720], [0.048646, -0.453317, -1.806093], [-1.885170, 1.136392, -4.066758], [1.631635, 2.846182, 0.131862], [1.008830, -1.602794, -1.664172], [-0.185183, -1.378928, 6.077534], [0.804656, -2.376421, -2.402304], [0.175638, -0.847893, 4.791539], [0.765770, -0.225618, 1.310999], [-0.436656, 0.382998, 4.371250], [2.297417, 5.609633, -1.708320], [-2.091452, -4.834078, -0.758196], [-0.657636, -3.049254, -0.009325], [-1.562928, -0.963048, 1.650175], [-2.958422, -3.054179, 0.616154], [3.587931, 2.515719, -1.196242], [2.909012, 0.386829, 0.377107], [-0.845027, -4.243047, -0.704743], [-2.230458, -5.760037, -1.299220], [-0.579229, -0.205290, -3.016740], [-0.000330, -4.709393, -1.198222], [-3.151836, -4.224952, -0.089416], [0.463778, 2.297126, 1.360320], [3.445915, 3.790405, -1.716312], [-3.787598, -2.598677, 1.141600], [-1.378180, 3.275562, 0.126715], [-2.161326, 2.634250, -2.091554], [-0.123271, 0.342731, -0.747566], [-0.496614, -1.767862, 7.111233], [2.682518, 2.008340, -0.259814], [-1.387330, 0.913457, -3.132535], [-0.427667, -0.875315, -3.851420], [-1.061310, 2.266544, 0.384431], [4.410308, 1.886853, -1.511698], [0.695888, 4.768186, -0.015940], [-4.136927, -4.673323, -0.111164]], "forces_ev_per_angstrom": [[-0.0796, 0.0165, 0.0473], [-0.0298, -0.0087, 0.1137], [0.0417, 0.1210, 0.7086], [0.0019, -0.0070, 0.0004], [-0.0053, 0.0257, -0.0150], [-0.0916, 0.0775, 0.0845], [0.0400, 0.0585, 0.1600], [-0.0166, -0.0695, -0.1239], [-0.1011, -0.0343, 0.0405], [0.0484, 0.0375, -0.0485], [-0.0343, -0.0005, -0.2429], [-0.0071, -0.0019, 0.0130], [0.0853, -0.0670, -0.0448], [-0.0035, 0.0004, -0.0006], [0.0409, -0.0468, 0.0062], [-0.0589, 0.0321, -0.0343], [0.0407, -0.0209, -0.0233], [-0.0049, 0.0169, -0.0178], [-0.0004, -0.0645, 0.1820], [-0.1107, -0.1624, -0.4779], [0.0099, 0.0626, -0.1871], [-0.0063, 0.0018, 0.0064], [-0.0466, 0.0392, 0.0448], [0.0530, -0.0020, -0.0633], [0.0578, -0.1167, -0.0260], [-0.0092, -0.0234, -0.0147], [0.0257, 0.0508, -0.0409], [0.2146, 0.0188, -0.1028], [-0.0272, -0.0081, -0.0111], [-0.0271, 0.0016, 0.0055], [-0.0851, 0.1058, 0.0007], [0.0158, 0.0204, 0.0078], [0.0644, -0.0281, -0.0422], [-0.0392, 0.1035, 0.0703], [0.0518, -0.0563, -0.0099], [0.0215, 0.0243, 0.0121], [0.0458, 0.0184, 0.0349], [0.0077, 0.0068, 0.0141], [0.0674, -0.0714, -0.0083], [-0.0031, -0.0062, -0.0006], [-0.1285, 0.0701, 0.0416], [0.0397, -0.0055, 0.1096], [0.0090, -0.0078, 0.0058], [-0.0720, -0.0902, -0.1664], [-0.0017, -0.0049, 0.0024], [0.0014, 0.0054, -0.0025], [0.0052, -0.0115, -0.0073]]}



(2)
{"formula": "C4H5LiNaO7", "method": "ωB97M-V with the def2-TZVPD basis set", "charge": -1, "lumo_ha": 0.0311, "relative_energy_kcal_mol": 17.6, "e_homo_ha": -0.134, "species": ["O", "H", "O", "H", "C", "C", "C", "H", "O", "O", "H", "Li", "H", "O", "C", "O", "Na", "O"], "coordinates": [[-4.418070, 1.016451, 1.238352], [-0.356584, -1.816363, -0.058530], [-0.634646, -0.314548, -1.499164], [0.901347, -1.699056, -1.291221], [-3.717075, 0.468961, 0.209187], [0.180729, -1.082143, -0.704134], [3.385621, -0.011143, 0.335001], [-3.914670, 1.768488, 1.571680], [2.281272, -0.784247, 0.441097], [-3.582392, -0.779095, 0.228406], [0.478132, -0.065721, 1.185784], [-2.455345, -0.476686, -1.443968], [1.120638, 0.807663, -0.228626], [4.279164, -0.455822, -0.429412], [1.002224, -0.189901, 0.224602], [3.458178, 1.058997, 0.987269], [5.527030, 1.395124, 0.062992], [-3.535557, 1.159039, -0.829320]], "forces_ev_per_angstrom": [[0.3539, 0.5362, 1.5694], [-0.0522, 0.0720, -0.1028], [-0.6498, -0.4934, 0.0303], [-0.0238, 0.1983, 0.1392], [-1.4643, -1.4669, -2.8282], [-0.0420, 0.0170, -0.5259], [-0.5637, -0.4008, -0.2255], [-0.2624, 0.1983, -0.2655], [0.6802, -0.3130, 0.0970], [0.5727, 0.2339, 0.4304], [0.2358, 0.0601, -0.1354], [0.5003, 0.5103, 0.4821], [-0.0690, -0.4008, 0.0271], [0.8611, 0.2136, 0.0713], [-0.3347, 0.6105, 0.2987], [0.3617, 0.6068, 0.0881], [-0.7848, -0.4858, 0.0667], [0.6807, 0.3038, 0.7829]]}